[1]
The molecule C28H38N4O4, computed with ωB97M-V/def2-TZVPD.

ΔE to the lowest compared entry with this formula, charge and spin: 65.38 kcal per mole
HOMO: -8.827 eV
SMILES string: O=C(COCCOCC(=O)N(c1ccccn1)C1CCCCC1)N(c1ccccn1)C1CCCCC1

Element x y z (Å)
O (0.94068, -2.10577, 2.02605)
C (1.89207, -1.94682, 1.28516)
C (2.03454, -2.76684, 0.00307)
O (2.42961, -2.04404, -1.14255)
C (1.39882, -1.34955, -1.79932)
C (0.99922, -0.03965, -1.11551)
O (-0.08036, 0.50809, -1.83059)
C (-0.50324, 1.75973, -1.33313)
C (-1.93302, 2.04110, -1.78888)
O (-2.24839, 3.10805, -2.27214)
N (-2.80243, 1.01370, -1.62960)
C (-2.45795, -0.15921, -0.92304)
C (-2.54152, -1.41606, -1.51753)
C (-2.21734, -2.52452, -0.75503)
C (-1.82756, -2.34854, 0.56410)
C (-1.77418, -1.05564, 1.05703)
N (-2.08689, 0.00941, 0.33905)
C (-4.18333, 1.21928, -2.07270)
C (-5.19179, 0.55708, -1.13902)
C (-6.60628, 0.93368, -1.57319)
C (-6.85432, 0.50581, -3.01693)
C (-5.82502, 1.13948, -3.94870)
C (-4.41074, 0.76314, -3.51542)
N (2.86171, -1.02890, 1.52995)
C (4.04515, -0.97089, 0.76612)
C (4.46808, 0.21697, 0.17315)
C (5.64605, 0.20493, -0.55117)
C (6.36127, -0.97799, -0.65760)
C (5.85832, -2.09925, -0.01885)
N (4.73974, -2.09561, 0.68127)
C (2.72408, -0.21629, 2.74426)
C (1.93181, 1.07075, 2.50150)
C (1.71360, 1.79308, 3.82852)
C (3.04915, 2.09673, 4.50096)
C (3.84258, 0.81145, 4.71823)
C (4.07067, 0.09491, 3.38922)
H (2.81510, -3.51536, 0.16764)
H (1.07511, -3.27368, -0.16607)
H (0.50169, -1.97686, -1.89399)
H (1.78005, -1.12956, -2.79940)
H (1.85416, 0.65166, -1.10903)
H (0.69840, -0.23393, -0.07532)
H (-0.49185, 1.76893, -0.23445)
H (0.14230, 2.56712, -1.70451)
H (-2.82108, -1.51403, -2.55331)
H (-2.26268, -3.51382, -1.18934)
H (-1.55292, -3.17938, 1.19236)
H (-1.46130, -0.86200, 2.07361)
H (-4.32743, 2.30652, -2.04079)
H (-5.07946, -0.52913, -1.17633)
H (-5.01032, 0.87962, -0.11178)
H (-7.33285, 0.45636, -0.91272)
H (-6.73485, 2.01469, -1.48844)
H (-6.78685, -0.58248, -3.08805)
H (-7.86085, 0.79824, -3.32210)
H (-5.99710, 0.80824, -4.97467)
H (-5.93170, 2.22568, -3.92448)
H (-4.28867, -0.31854, -3.59360)
H (-3.67435, 1.24116, -4.16309)
H (3.88351, 1.11803, 0.26390)
H (5.99803, 1.10644, -1.03176)
H (7.28020, -1.02687, -1.21953)
H (6.37540, -3.04903, -0.05772)
H (2.13896, -0.84036, 3.43180)
H (2.47376, 1.72698, 1.81780)
H (0.96929, 0.82401, 2.04992)
H (1.16241, 2.71923, 3.65583)
H (1.11165, 1.16207, 4.48536)
H (2.87760, 2.59278, 5.45791)
H (3.62736, 2.77707, 3.87124)
H (4.80445, 1.03987, 5.18105)
H (3.29204, 0.15475, 5.39489)
H (4.66423, 0.73604, 2.73385)
H (4.62574, -0.83225, 3.54660)

[2]
C33H30BrN2O6P2Tl as an isolated structure, computed with ωB97M-V/def2-TZVPD.

ΔE to the lowest compared entry with this formula, charge and spin: 0.00 kcal per mole
HOMO: -13.682 eV
Net charge: +2

Element x y z (Å)
Tl (1.38077, -1.47660, -1.69954)
O (-0.42050, -1.49499, -0.05621)
P (-1.66918, -0.81686, -0.56388)
C (-1.62707, 0.97413, -0.26571)
P (-0.06528, 1.82082, -0.71376)
O (1.07313, 0.87071, -0.99734)
C (0.32609, 2.89993, 0.65863)
C (1.66653, 3.23248, 0.83736)
C (2.03470, 4.10194, 1.85150)
C (1.06598, 4.64682, 2.68270)
C (-0.27296, 4.32765, 2.49962)
C (-0.64543, 3.45585, 1.48904)
C (-0.44195, 2.84616, -2.13670)
C (0.37347, 2.76820, -3.26100)
C (0.10053, 3.55926, -4.36804)
C (-0.98185, 4.42614, -4.35031)
C (-1.79300, 4.51306, -3.22430)
C (-1.52291, 3.72739, -2.11694)
C (-1.86652, -1.07102, -2.33344)
C (-1.87542, -0.04745, -3.27767)
C (-1.95278, -0.34917, -4.63150)
C (-2.02746, -1.66987, -5.04494)
C (-2.02820, -2.69808, -4.10786)
C (-1.94760, -2.40270, -2.75882)
C (-3.13145, -1.42940, 0.24829)
C (-2.98442, -2.19893, 1.39953)
C (-4.11524, -2.65340, 2.06275)
C (-5.37739, -2.33772, 1.58108)
C (-5.52255, -1.57283, 0.42926)
C (-4.40031, -1.11953, -0.24152)
H (-1.80622, 1.09414, 0.80548)
H (-2.46908, 1.43350, -0.78933)
H (2.41623, 2.81912, 0.17468)
H (3.07686, 4.36040, 1.98628)
H (1.35344, 5.32784, 3.47235)
H (-1.02617, 4.75789, 3.14511)
H (-1.69463, 3.21680, 1.36191)
H (1.21894, 2.09203, -3.26397)
H (0.73510, 3.50202, -5.24202)
H (-1.19242, 5.04398, -5.21277)
H (-2.62963, 5.19818, -3.20964)
H (-2.15355, 3.81471, -1.23914)
H (-1.82865, 0.99170, -2.98127)
H (-1.96375, 0.45146, -5.35851)
H (-2.09554, -1.90210, -6.09906)
H (-2.10324, -3.72699, -4.43240)
H (-1.96032, -3.20441, -2.02853)
H (-1.99405, -2.44756, 1.75894)
H (-4.01077, -3.25627, 2.95456)
H (-6.25600, -2.69421, 2.10166)
H (-6.50914, -1.33896, 0.05381)
H (-4.51487, -0.54072, -1.15149)
Br (5.04171, 1.56292, 0.80822)
C (4.00675, 0.79984, 2.18380)
C (4.43596, 0.89496, 3.50317)
N (3.76806, 0.35267, 4.51289)
C (2.65560, -0.32163, 4.25324)
C (2.18960, -0.46634, 2.96137)
C (2.83486, 0.12078, 1.89191)
C (1.06022, -2.49974, 2.51988)
O (1.00936, -1.20259, 2.73020)
O (0.15841, -3.22582, 2.32067)
H (5.34975, 1.42401, 3.74458)
H (2.12338, -0.76249, 5.08839)
H (2.43255, 0.06343, 0.88812)
N (4.49206, -5.46970, 1.09242)
C (4.10599, -4.54349, 2.20752)
C (2.91942, -3.73781, 1.70468)
O (2.39654, -3.01112, 2.67984)
O (2.58099, -3.76841, 0.55229)
H (5.50381, -5.52429, 0.95586)
H (4.04588, -5.10322, 0.23145)
H (4.14331, -6.41960, 1.24435)
H (4.94025, -3.87796, 2.42530)
H (3.86127, -5.10891, 3.10293)

[3]
A 2-piece molecular cluster, C3H7BrO overall at a distorted geometry, computed with ωB97M-V/def2-TZVPD.

ΔE to the lowest compared entry with this formula, charge and spin: 106.68 kcal per mole
HOMO: -8.423 eV

Element x y z (Å)
C (-1.11325, 0.50396, -0.34055)
C (-0.03885, -0.36097, 0.10919)
C (0.79110, 0.36368, 1.18767)
O (0.22693, -1.10932, -1.87645)
Br (1.65533, -1.67418, -2.63154)
H (-2.00710, -0.00388, -0.69396)
H (-1.49698, 1.14589, 0.53204)
H (-0.63396, 1.17969, -1.15894)
H (-0.03828, 0.56063, 1.83896)
H (-0.19099, -1.38684, 0.43162)
H (1.47012, -0.38947, 1.63933)
H (1.37593, 1.17081, 0.96264)

[4]
A 3-piece molecular cluster, C11H24BrFO9PS overall, computed with ωB97M-V/def2-TZVPD.

HOMO: -13.020 eV
Net charge: +1

Element x y z (Å)
O (-4.11948, 0.00674, 0.83088)
S (-2.77151, -0.19154, 0.42163)
O (-2.14187, -1.47137, 0.71380)
O (-1.81009, 0.94322, 0.95466)
C (-2.63808, 0.06290, -1.32597)
C (-2.84972, -1.27734, -2.02329)
C (-1.58067, -2.15899, -2.00238)
P (-1.71483, -3.53989, -0.87751)
F (-1.91220, -4.81449, -1.73306)
Br (-0.01091, -3.84082, 0.31426)
H (-1.44580, 0.71080, 1.83123)
H (-1.66977, 0.51095, -1.56307)
H (-3.41538, 0.78037, -1.59628)
H (-3.09524, -1.07473, -3.06740)
H (-3.72306, -1.79224, -1.60970)
H (-0.71590, -1.58371, -1.65849)
H (-1.37785, -2.55008, -3.00357)
H (-2.81964, -3.48632, -0.04201)
C (3.30018, 0.31590, 5.95038)
C (2.43634, 1.38210, 5.31854)
O (1.36240, 0.80613, 4.53610)
C (0.31930, 0.37806, 5.23870)
O (0.16097, 0.46156, 6.42524)
O (-0.58123, -0.12732, 4.37764)
C (-1.78134, -0.61453, 4.99205)
H (3.68039, -0.36807, 5.19105)
H (4.14912, 0.78256, 6.44982)
H (2.73879, -0.25383, 6.68900)
H (2.99808, 1.97490, 4.60029)
H (2.00867, 2.04866, 6.06569)
H (-2.24525, 0.14417, 5.61780)
H (-1.59961, -1.50799, 5.58611)
H (-2.43639, -0.85984, 4.15909)
C (3.04421, 0.13156, -5.87350)
C (1.55806, 0.00402, -5.63309)
O (1.20232, 0.34967, -4.27251)
C (1.15354, 1.66063, -4.01639)
O (1.32753, 2.55145, -4.80034)
O (0.88309, 1.80436, -2.71285)
C (0.91354, 3.16163, -2.24147)
H (3.60191, -0.46373, -5.15008)
H (3.28503, -0.22641, -6.87441)
H (3.36281, 1.16934, -5.79508)
H (1.22866, -1.02784, -5.74064)
H (0.98494, 0.62829, -6.31715)
H (0.28122, 3.79632, -2.85771)
H (1.93378, 3.53942, -2.25380)
H (0.54094, 3.12536, -1.22220)

[5]
A 4-piece molecular cluster, C26H31F24N4O3 overall at a distorted geometry, computed with ωB97M-V/def2-TZVPD.

HOMO: -11.540 eV
Net charge: +1

Element x y z (Å)
N (-3.30722, 0.06881, 1.32757)
C (-3.14168, -1.20821, 1.17951)
N (-3.57983, -1.96115, 0.12386)
C (-2.78541, -3.26325, 0.13465)
C (-1.61470, -2.83922, 1.07266)
C (-0.85247, -3.93154, 1.82091)
C (0.66736, -3.85364, 1.61603)
C (1.41649, -2.79806, 2.44695)
C (0.95705, -1.35916, 2.23894)
N (0.87833, -0.89910, 0.85404)
C (1.42785, -1.37152, -0.28213)
C (1.03610, -0.61382, -1.32488)
C (0.20357, 0.39409, -0.76865)
C (0.14243, 0.20557, 0.55703)
N (-2.44761, -2.05934, 2.07778)
H (-3.42519, 0.70200, 0.54317)
H (-3.28326, 0.50446, 2.24232)
H (-3.25352, -1.45346, -0.70712)
H (-2.45991, -3.32791, -0.89998)
H (-3.43758, -4.05200, 0.50200)
H (-1.04685, -2.17596, 0.41532)
H (-1.16919, -4.88407, 1.38304)
H (-1.13914, -3.99707, 2.86785)
H (1.07276, -4.82101, 1.92082)
H (0.83901, -3.78014, 0.54217)
H (1.21186, -3.01954, 3.49535)
H (2.48849, -2.95340, 2.31971)
H (1.69060, -0.72017, 2.74318)
H (0.02225, -1.17841, 2.76593)
H (2.06797, -2.23753, -0.28310)
H (1.28238, -0.74486, -2.36235)
H (-0.26235, 1.17300, -1.35108)
H (-0.38887, 0.81145, 1.27008)
H (-3.19475, -2.73811, 2.27223)
C (3.46893, 2.45410, -1.49461)
C (2.94934, 2.61561, -2.93693)
C (3.88399, 2.22236, -4.08344)
F (5.00807, 2.95350, -4.11026)
F (3.23460, 2.43671, -5.25741)
F (2.49657, 3.87612, -3.11036)
F (1.86120, 1.79617, -3.04086)
O (3.97880, 3.59916, -0.82155)
C (5.29650, 3.99894, -0.96664)
C (5.41815, 5.37169, -1.63727)
F (4.82701, 5.37788, -2.84703)
F (6.72364, 5.67110, -1.81052)
F (6.02275, 3.05511, -1.59622)
F (5.80643, 4.10999, 0.27860)
H (2.58594, 2.19079, -0.91185)
H (4.14097, 1.60062, -1.40020)
H (4.15616, 1.16452, -4.03100)
H (4.95122, 6.13975, -1.01696)
C (-1.93059, -2.78164, 8.32998)
C (-1.04637, -2.57801, 7.08322)
C (-1.69370, -2.76120, 5.70817)
F (-2.16685, -4.00388, 5.50964)
F (-0.75824, -2.54257, 4.74268)
F (0.05554, -3.34861, 7.18383)
F (-0.62216, -1.28162, 7.11934)
O (-1.87266, -4.02971, 9.00772)
C (-2.64546, -5.10709, 8.61100)
C (-1.79560, -6.28301, 8.11727)
F (-1.00115, -5.91621, 7.09016)
F (-2.60683, -7.27034, 7.67875)
F (-3.57372, -4.73180, 7.70438)
F (-3.31837, -5.52556, 9.69955)
H (-1.53900, -2.07720, 9.06306)
H (-2.96035, -2.46977, 8.15220)
H (-2.50936, -2.04854, 5.55959)
H (-1.16771, -6.66342, 8.92517)
C (-1.45169, 3.15757, -8.03004)
C (-2.58584, 3.38278, -7.01039)
C (-3.22736, 4.77193, -6.94503)
F (-2.34755, 5.72911, -6.60674)
F (-4.19711, 4.76524, -5.99650)
F (-2.16382, 2.99988, -5.78329)
F (-3.58752, 2.52463, -7.36126)
O (-0.10353, 3.21988, -7.57819)
C (0.58309, 4.41962, -7.49479)
C (0.95837, 4.77436, -6.05364)
F (-0.13252, 4.84465, -5.26140)
F (1.56151, 5.98424, -6.01837)
F (-0.09740, 5.40931, -8.10556)
F (1.73192, 4.25785, -8.18380)
H (-1.56443, 2.11929, -8.34053)
H (-1.59811, 3.74666, -8.93551)
H (-3.68667, 5.03216, -7.90255)
H (1.63604, 4.02915, -5.63744)

[6]
A 2-piece molecular cluster, C8H10O2 overall at a distorted geometry, computed with ωB97M-V/def2-TZVPD.

ΔE to the lowest compared entry with this formula, charge and spin: 59.10 kcal per mole
HOMO: -9.142 eV
SMILES string: c1ccccc1.CC(=O)O

Element x y z (Å)
C (1.72599, -1.32150, 0.21834)
C (2.95459, -1.06895, -0.42016)
C (3.52133, 0.15377, -0.57998)
C (2.76430, 1.23162, -0.14513)
C (1.62798, 1.12648, 0.50136)
C (1.10134, -0.12483, 0.73241)
H (1.43520, -2.28618, 0.52092)
H (3.55732, -1.98610, -0.57842)
H (4.56968, 0.16879, -0.82054)
H (3.31920, 2.11532, -0.35114)
H (1.02174, 1.99420, 0.87444)
H (0.43056, -0.07606, 1.67011)
C (-3.42393, 1.23097, -0.35002)
C (-3.15199, -0.10660, -0.19657)
O (-3.84426, -1.13309, -0.17021)
O (-1.78009, -0.18285, 0.22678)
H (-4.40592, 1.41220, -0.78377)
H (-3.47642, 1.63671, 0.84676)
H (-2.49600, 1.90318, -0.78568)
H (-1.67830, -1.08036, 0.39323)

[7]
The molecule C6H8O2 at a distorted geometry, computed with ωB97M-V/def2-TZVPD.

ΔE to the lowest compared entry with this formula, charge and spin: 88.46 kcal per mole
HOMO: -9.675 eV

Element x y z (Å)
C (0.62604, -0.28807, -0.24411)
C (-1.53500, 0.24118, -0.38845)
C (-0.20366, 0.91153, -0.74395)
C (0.54716, 0.34311, 2.09472)
C (0.87291, -0.53733, 1.18907)
C (-0.62585, -0.78605, -1.08248)
H (1.61053, -0.43105, -1.83332)
H (-1.74326, 0.14215, 0.68635)
H (-2.37962, 0.51995, -0.99509)
H (0.04036, 1.99603, -0.80070)
H (-0.02007, 1.27318, 1.90521)
H (0.72674, 0.14730, 3.14464)
H (1.34337, -1.44226, 1.51450)
H (-0.83020, -1.79827, -1.48401)
O (1.84197, -0.51995, -0.87929)
O (-0.27142, 0.22855, -2.08311)

[8]
A 8-piece molecular cluster, C24H58Br4N4 overall at a distorted geometry, computed with ωB97M-V/def2-TZVPD.

ΔE to the lowest compared entry with this formula, charge and spin: 80.90 kcal per mole
HOMO: -6.123 eV

Element x y z (Å)
N (-2.51265, -0.44804, -0.63376)
H (-1.71322, -0.15738, -1.17832)
H (-2.35249, -1.40349, -0.34818)
H (-3.32910, -0.21729, -1.18174)
H (-2.43538, 0.14013, 0.18365)
C (1.49361, 2.29919, 5.97516)
C (1.60766, 0.96707, 5.23383)
C (1.86202, 1.03109, 3.68576)
N (1.93799, -0.34155, 3.11009)
C (3.25186, -1.09998, 3.60995)
C (1.88041, -0.16736, 1.58439)
C (1.49397, -1.50208, 0.93566)
C (0.50693, -2.13895, 1.95664)
C (0.73424, -1.28267, 3.26305)
H (0.72341, 2.84536, 5.43055)
H (2.41402, 2.87733, 5.89319)
H (1.11201, 2.33636, 6.99549)
H (0.66713, 0.41712, 5.26623)
H (2.39307, 0.38208, 5.71239)
H (2.83316, 1.45450, 3.42945)
H (1.02579, 1.59120, 3.26732)
H (3.22773, -2.03810, 3.05547)
H (3.11879, -1.54065, 4.59797)
H (4.14797, -0.54669, 3.32896)
H (2.84666, 0.15565, 1.19694)
H (1.11637, 0.49827, 1.18278)
H (2.32927, -2.19740, 0.85257)
H (0.90078, -1.26684, 0.05198)
H (0.70227, -3.18862, 2.17607)
H (-0.53623, -2.15763, 1.64109)
H (0.88732, -1.80283, 4.20862)
H (-0.07515, -0.59054, 3.49528)
C (2.31294, 3.88333, 1.68961)
C (1.39170, 4.58652, 0.67266)
C (-0.08411, 4.06575, 0.85806)
N (-1.24623, 4.96350, 0.30790)
C (-1.67484, 5.89722, 1.45626)
C (-0.99815, 5.65557, -1.02698)
C (-2.41086, 6.01070, -1.57637)
C (-3.17956, 4.79474, -1.16929)
C (-2.40955, 3.94846, -0.11142)
H (3.36521, 4.16747, 1.70005)
H (2.46621, 2.80540, 1.74150)
H (1.88429, 4.10979, 2.66586)
H (1.72039, 4.32370, -0.33283)
H (1.29164, 5.67172, 0.69323)
H (-0.41923, 3.95132, 1.88894)
H (-0.14509, 3.05417, 0.45667)
H (-2.69246, 6.22708, 1.24713)
H (-1.05991, 6.75353, 1.73319)
H (-1.66960, 5.42508, 2.43868)
H (-0.23985, 6.42184, -0.86598)
H (-0.56525, 4.83602, -1.60059)
H (-2.72129, 6.86803, -0.97910)
H (-2.42375, 6.19697, -2.65026)
H (-4.06222, 5.31420, -0.79623)
H (-3.32766, 4.03589, -1.93762)
H (-2.99540, 3.75897, 0.78802)
H (-2.15272, 2.94351, -0.44639)
C (-0.26578, -7.82076, -1.89156)
C (-0.00527, -6.62692, -2.88914)
C (-0.55449, -5.28291, -2.49589)
N (0.04557, -4.11540, -3.36357)
C (1.50370, -3.88314, -2.87776)
C (-0.71042, -2.82413, -3.18251)
C (-0.44859, -2.02734, -4.43597)
C (0.03647, -2.89930, -5.55825)
C (-0.11995, -4.29731, -4.94949)
H (0.48996, -7.81371, -1.10614)
H (-0.26446, -8.84025, -2.27722)
H (-1.10161, -7.70485, -1.20159)
H (-0.61541, -6.89219, -3.75253)
H (1.01053, -6.39027, -3.20580)
H (-0.33682, -5.00909, -1.46355)
H (-1.63849, -5.21569, -2.58811)
H (1.39764, -3.62163, -1.82493)
H (1.89639, -3.01676, -3.41000)
H (2.07922, -4.78567, -3.08348)
H (-0.38375, -2.37245, -2.24584)
H (-1.75712, -3.12815, -3.19187)
H (0.26393, -1.24180, -4.18430)
H (-1.32184, -1.50320, -4.82429)
H (1.05724, -2.70446, -5.88714)
H (-0.53274, -2.76297, -6.47777)
H (0.64683, -5.02170, -5.22408)
H (-1.13974, -4.65773, -5.08454)
Br (-5.11817, 0.63302, -2.53067)
Br (-2.56002, -3.68493, -0.03129)
Br (-2.21304, 0.90551, 2.34499)
Br (0.44540, 1.02844, -1.92896)